{
  "formula": "C20H37Cl16F3O2",
  "method": "wB97M-V/def2-TZVPD",
  "species": ["C", "C", "O", "C", "O", "C", "F", "F", "F", "H", "H", "H", "H", "H", "Cl", "C", "C", "Cl", "H", "H", "H", "H", "Cl", "C", "C", "Cl", "H", "H", "H", "H", "Cl", "C", "C", "Cl", "H", "H", "H", "H", "Cl", "C", "C", "Cl", "H", "H", "H", "H", "Cl", "C", "C", "Cl", "H", "H", "H", "H", "Cl", "C", "C", "Cl", "H", "H", "H", "H", "Cl", "C", "C", "Cl", "H", "H", "H", "H", "Cl", "C", "C", "Cl", "H", "H", "H", "H"],
  "positions_angstrom": [[-4.249, -6.349, -0.055], [-3.594, -4.981, -0.452], [-2.183, -5.049, -0.267], [-1.407, -3.961, -0.442], [-1.783, -2.956, -0.976], [0.047, -4.181, -0.055], [0.607, -4.877, -0.985], [0.597, -2.960, 0.029], [0.026, -4.828, 1.094], [-3.796, -6.696, 0.875], [-4.078, -7.064, -0.859], [-5.325, -6.263, 0.091], [-4.089, -4.163, 0.071], [-3.885, -4.933, -1.502], [-0.978, 4.077, 6.462], [-1.635, 5.022, 5.113], [-1.168, 4.499, 3.749], [-1.480, 5.757, 2.439], [-1.441, 6.089, 5.218], [-2.722, 4.956, 5.154], [-1.617, 3.597, 3.333], [-0.110, 4.273, 3.612], [0.425, -0.079, -6.028], [-0.691, -1.339, -5.567], [-1.860, -0.916, -4.666], [-1.041, -0.256, -3.184], [-0.039, -2.073, -5.093], [-0.983, -1.767, -6.526], [-2.505, -1.758, -4.418], [-2.449, -0.088, -5.061], [5.124, -1.214, 5.289], [5.672, 0.246, 4.398], [5.087, 0.236, 3.021], [5.860, -0.959, 2.028], [6.762, 0.214, 4.407], [5.352, 1.119, 4.967], [5.255, 1.216, 2.574], [4.017, 0.033, 2.966], [-5.569, 5.458, 0.130], [-4.288, 5.769, -1.022], [-4.114, 4.498, -1.806], [-5.643, 3.826, -2.555], [-3.378, 6.037, -0.486], [-4.627, 6.534, -1.721], [-3.665, 3.669, -1.259], [-3.365, 4.625, -2.588], [-2.474, 1.409, 0.226], [-0.793, 0.717, 0.163], [-0.018, 1.178, 1.365], [1.658, 0.600, 1.301], [-0.390, 1.043, -0.796], [-0.846, -0.371, 0.137], [-0.519, 0.924, 2.299], [-0.042, 2.263, 1.471], [3.883, -3.626, -3.525], [2.829, -2.454, -2.622], [3.195, -1.023, -2.983], [2.081, 0.097, -2.110], [2.836, -2.644, -1.549], [1.806, -2.531, -2.991], [3.151, -0.805, -4.050], [4.205, -0.829, -2.621], [0.051, -2.212, 3.010], [1.641, -2.201, 3.868], [2.478, -3.387, 3.438], [1.607, -4.936, 3.654], [1.403, -2.267, 4.930], [2.150, -1.278, 3.587], [3.400, -3.425, 4.019], [2.762, -3.344, 2.387], [3.026, 3.058, -3.694], [1.208, 3.069, -3.499], [0.941, 3.653, -2.130], [-0.768, 4.022, -1.730], [0.730, 2.092, -3.571], [0.819, 3.793, -4.215], [1.676, 4.415, -1.871], [1.239, 2.962, -1.342]],
  "forces_ev_per_angstrom": [[1.055, 0.746, 0.209], [-1.832, -1.280, -0.526], [0.822, 0.008, 0.695], [-2.184, 0.027, -1.433], [0.036, 0.208, 0.332], [-2.685, 1.354, 0.736], [1.643, -1.096, -1.152], [0.703, -0.715, 0.290], [1.160, -0.133, 0.511], [-0.102, -0.206, -0.031], [0.107, -0.118, 0.208], [0.077, 0.274, -0.048], [0.586, 0.158, 0.155], [0.611, 0.767, -0.223], [0.113, 0.064, -0.103], [-0.678, -0.039, -1.003], [0.489, 0.234, -1.218], [-0.035, -0.393, 0.674], [0.580, -0.229, 0.117], [0.041, -0.244, 0.056], [-0.687, 0.099, 0.652], [0.158, 0.479, 0.757], [0.449, 1.144, -0.141], [-0.405, -1.012, -0.323], [1.322, 0.533, -0.015], [-0.800, -0.340, -0.071], [-0.471, -0.123, 0.309], [-0.536, -0.078, 0.202], [0.221, 0.067, 0.165], [0.109, -0.196, -0.163], [0.041, 0.070, 0.177], [-0.208, -0.243, 0.672], [-0.249, 0.968, -0.083], [0.509, -0.832, -0.816], [-0.132, 0.019, -0.239], [-0.131, -0.097, -0.051], [0.026, -0.010, -0.119], [0.076, 0.126, 0.438], [-0.531, 0.409, 1.051], [-0.480, -0.623, -0.749], [0.882, -1.139, -0.779], [0.896, 0.576, 0.227], [-0.046, 0.024, -0.193], [0.154, 0.258, 0.336], [-0.485, 0.110, 0.555], [-0.411, 0.352, -0.432], [0.561, -0.382, 0.174], [-0.465, -0.173, -0.381], [-0.714, 1.034, 0.605], [-0.044, 0.051, 0.162], [0.165, 0.175, 0.250], [-0.269, 0.044, 0.023], [0.250, -0.928, -0.062], [0.496, 0.191, -0.647], [-0.458, 0.538, 0.526], [-0.761, 0.472, -0.894], [0.879, 0.008, 0.618], [0.447, -0.445, -0.124], [0.308, -0.052, -0.220], [-0.018, -0.743, 0.130], [-0.211, -0.153, 0.146], [-0.074, 0.315, -0.087], [0.202, 0.337, 0.243], [-0.340, -0.547, -0.328], [0.093, -0.122, -0.210], [0.300, 0.066, 0.298], [0.153, 0.243, -0.116], [-0.118, -0.016, 0.242], [-0.121, -0.012, 0.095], [-0.168, 0.150, 0.030], [-1.017, -0.312, -0.079], [-0.158, 1.065, 0.357], [1.178, -0.762, 1.638], [0.530, 0.177, -0.493], [0.503, -0.040, -0.437], [0.106, -0.417, -0.344], [-0.768, 0.987, -0.532], [-0.243, -0.675, -0.193]],
  "mulliken_charge": [-1.17, -0.22, -0.25, 0.22, -0.53, 0.98, -0.28, -0.06, -0.21, 0.32, 0.30, 0.36, 0.35, 0.26, -0.19, -0.40, -0.36, -0.21, 0.33, 0.31, 0.25, 0.31, -0.16, -0.39, -0.61, -0.02, 0.18, 0.39, 0.31, 0.29, -0.18, -0.48, 0.12, -0.18, 0.34, 0.31, 0.33, -0.26, -0.20, -0.14, -0.04, -0.20, 0.19, 0.31, -0.15, 0.26, -0.25, 1.04, -0.68, -0.11, -0.69, -0.08, 0.43, 0.27, -0.22, 0.00, -0.78, 0.03, 0.15, 0.11, 0.30, 0.38, -0.16, 0.05, -0.33, -0.20, 0.40, -0.27, 0.31, 0.18, -0.21, 0.02, -0.57, -0.06, -0.05, 0.41, 0.45, 0.08],
  "smiles": "CCOC(=O)C(F)(F)F.ClCCCl.ClCCCl.ClCCCl.ClCCCl.ClCCCl.ClCCCl.ClCCCl.ClCCCl",
  "homo_energy_ha": -0.382,
  "e_tot_ha": -8597.4111
}



{
  "formula": "C21H25I2LuN3O3S2Sm",
  "method": "wB97M-V/def2-TZVPD",
  "species": ["I", "I", "Sm", "Lu", "S", "S", "C", "C", "C", "C", "C", "C", "C", "C", "C", "C", "C", "O", "O", "O", "H", "H", "H", "H", "H", "H", "H", "H", "H", "H", "H", "H", "H", "H", "H", "H", "H", "H", "N", "C", "C", "C", "C", "C", "C", "C", "N", "C", "C", "N", "C", "H", "H", "H", "H", "H", "H", "H"],
  "positions_angstrom": [[-0.385, -3.988, -1.817], [-0.333, -2.978, -4.713], [0.240, 0.183, -4.171], [0.167, -0.040, -0.537], [1.569, -1.083, -2.272], [-1.449, -0.680, -2.382], [2.105, 0.378, 0.857], [3.568, -0.643, -2.436], [-3.107, 0.419, -2.143], [4.001, -0.950, -3.860], [3.878, 0.794, -2.075], [4.104, -1.639, -1.412], [-3.791, 0.314, -3.502], [-2.899, 1.875, -1.747], [-3.816, -0.361, -1.035], [2.167, 2.000, -4.965], [-1.161, 2.532, -4.795], [2.988, 0.405, 1.623], [3.011, 2.520, -5.546], [-1.860, 3.292, -5.286], [3.610, -0.233, -4.586], [3.658, -1.934, -4.166], [5.095, -0.920, -3.949], [3.482, 1.517, -2.803], [4.978, 0.926, -2.063], [3.488, 1.067, -1.087], [3.726, -1.402, -0.422], [5.196, -1.643, -1.373], [3.767, -2.636, -1.668], [-4.824, 0.685, -3.492], [-3.799, -0.721, -3.830], [-3.241, 0.874, -4.261], [-3.882, 2.373, -1.605], [-2.360, 2.461, -2.504], [-2.355, 2.003, -0.800], [-4.842, -0.027, -0.849], [-3.247, -0.282, -0.114], [-3.844, -1.411, -1.288], [0.598, 1.567, 9.419], [0.259, 1.201, 8.386], [-0.156, 0.734, 7.074], [-1.084, 1.473, 6.324], [-1.428, 1.041, 5.046], [-0.895, -0.158, 4.586], [0.007, -0.926, 5.331], [0.396, -0.452, 6.578], [-1.162, -0.558, 3.251], [-1.167, -1.907, 2.812], [-1.139, -1.831, 1.432], [-1.198, -0.489, 1.056], [-1.130, 0.218, 2.176], [-1.522, 2.378, 6.746], [-2.135, 1.591, 4.420], [0.412, -1.834, 4.885], [1.125, -1.018, 7.151], [-1.270, -2.760, 3.492], [-1.111, -2.603, 0.684], [-1.003, 1.285, 2.227]],
  "forces_ev_per_angstrom": [[0.006, 0.115, -2.226], [0.069, -0.830, 1.570], [-0.240, -1.079, -0.764], [-1.226, 0.299, 0.182], [2.198, 0.906, -1.014], [-1.045, 1.894, 0.305], [5.850, 0.286, 5.189], [0.567, -0.265, 0.275], [-0.988, -0.021, 0.044], [-0.555, -0.356, -0.054], [-0.314, 0.339, 0.104], [-0.175, 0.031, -0.285], [0.214, -0.313, -0.053], [0.480, 0.286, -0.038], [0.297, -0.088, -0.102], [3.395, 2.041, -2.555], [-2.464, 2.510, -1.895], [-4.957, -0.094, -4.296], [-3.264, -1.861, 2.329], [2.428, -2.439, 1.739], [0.018, 0.172, 0.015], [0.172, -0.216, -0.038], [-0.189, 0.014, 0.189], [0.135, -0.210, 0.176], [-0.477, -0.126, 0.054], [0.285, 0.008, -0.164], [0.094, 0.007, 0.211], [-0.018, 0.158, -0.127], [0.119, -0.273, 0.011], [0.253, -0.002, 0.203], [-0.276, -0.165, -0.044], [-0.052, 0.185, -0.048], [0.451, -0.435, -0.096], [-0.190, -0.155, 0.085], [-0.119, -0.135, 0.065], [0.158, 0.200, -0.235], [-0.179, 0.128, 0.136], [-0.253, -0.343, -0.117], [0.033, 0.036, 0.060], [-0.266, -0.187, -0.620], [0.042, 0.185, 0.332], [0.128, -0.052, -0.041], [-0.122, -0.136, 0.169], [0.373, 0.437, 0.936], [-0.301, 0.510, -0.239], [-0.070, -0.389, -0.246], [0.393, -2.049, -0.826], [-0.207, 1.073, -0.800], [-0.355, -0.020, 1.279], [0.681, -0.587, -0.081], [-0.312, 0.348, 0.761], [0.152, -0.231, -0.146], [0.118, -0.072, 0.360], [0.079, 0.161, 0.377], [-0.184, 0.212, 0.032], [0.176, 0.545, -0.296], [-0.331, -0.180, 0.106], [-0.236, 0.227, 0.156]],
  "mulliken_charge": [0.30, 0.17, 1.03, 1.25, -0.34, -0.22, 0.10, 1.33, 1.37, -1.39, -1.00, -1.38, -1.41, -1.22, -1.47, 0.09, 0.07, -0.08, -0.01, 0.00, 0.25, 0.39, 0.48, 0.08, 0.48, 0.09, 0.25, 0.48, 0.42, 0.45, 0.41, 0.25, 0.47, 0.14, 0.20, 0.49, 0.20, 0.43, -0.32, -0.17, 0.40, -0.77, -0.31, 0.94, -0.52, -0.94, 0.17, -0.51, -0.29, 0.48, -0.54, 0.49, 0.49, 0.45, 0.47, 0.60, 0.07, 0.64],
  "total_charge": 4,
  "s_squared": 8.77,
  "multiplicity": 6,
  "homo_energy_ha": [-0.660, -0.660],
  "e_tot_ha": -4488.9569
}